1.
106
Properties=species:S:1:pos:R:3:mulliken_charge:R:1 method="wB97M-V/def2-TZVPD" relative_energy_kj_mol=318.1 total_energy_ev=-44884.683 smiles="CCN(CC)CC.CCN(CC)CC.CCN(CC)CC.CC(C)=O.CC(C)=O.CC(C)=O.CC(C)=O" orbital_gap_ha=0.3008
O -5.376 -3.816 4.673 -0.56
O 1.686 -1.991 -1.370 -0.57
O 2.577 0.125 5.653 -0.56
O 3.300 4.941 -5.940 -0.56
N 0.397 9.556 0.675 0.01
N -6.114 -0.368 -3.578 0.04
N 5.560 -8.289 0.401 0.12
C -0.111 7.113 0.546 -1.39
C 1.011 -3.370 0.466 -0.98
C 0.286 -0.486 5.875 -0.96
C -7.485 -0.887 -3.515 -0.71
C 6.112 -8.226 1.768 -0.22
C 1.200 1.892 6.352 -1.01
C 2.671 9.775 -0.442 -1.15
C 6.712 -6.825 2.166 -1.37
C 0.099 10.922 0.280 -0.22
C -5.002 -2.576 -3.521 -1.34
C -5.853 -3.321 6.862 -1.00
C -5.745 -2.981 5.456 0.70
C 3.099 2.616 -6.125 -0.97
C -5.109 1.844 -4.203 -1.27
C 7.722 -9.049 -0.906 -0.97
C 1.430 0.482 5.912 0.73
C -1.390 11.157 0.068 -1.48
C 6.508 -8.000 -0.646 -0.88
C -0.260 -1.208 -0.207 -1.00
C 3.487 -9.513 1.207 -1.12
C -6.265 0.879 -4.397 -0.40
C -7.704 -1.255 -1.997 -1.15
C -5.172 -1.253 -4.224 -0.38
C 5.107 3.771 -5.035 -0.92
C -6.063 -1.529 5.086 -1.03
C 1.847 9.365 0.802 -0.57
C 4.658 -9.406 0.125 -0.60
C 3.778 3.873 -5.647 0.69
C 0.902 -2.156 -0.446 0.75
C -0.346 8.555 -0.098 -0.39
H 1.996 2.598 6.116 0.32
H 2.184 9.396 -1.341 0.33
H 5.091 3.903 -3.953 0.26
H 3.732 -9.333 2.253 0.33
H -6.550 -2.778 7.500 0.32
H 1.366 -4.189 -0.160 0.30
H -4.455 -2.498 -2.582 0.28
H 2.928 -10.437 1.056 0.35
H 2.277 9.867 1.668 0.32
H -0.589 -0.679 -1.101 0.34
H 1.620 -3.160 1.345 0.26
H -1.659 12.212 0.105 0.38
H -5.801 -1.427 4.033 0.33
H 5.281 -8.408 2.451 0.24
H -6.182 -4.355 6.760 0.34
H 0.258 -0.401 0.312 0.27
H -5.166 2.721 -4.848 0.40
H 7.689 -6.811 1.685 0.33
H -7.615 -1.750 -4.168 0.36
H 0.821 6.665 0.200 0.32
H 6.681 -6.793 3.255 0.43
H -1.698 10.726 -0.885 0.33
H 6.967 -7.016 -0.549 0.37
H -0.851 6.401 0.180 0.41
H 2.115 8.333 1.030 0.33
H -5.419 -1.397 -5.276 0.38
H -8.337 -0.281 -3.822 0.50
H 0.046 -3.660 0.882 0.32
H -5.011 2.207 -3.180 0.31
H 8.205 -9.367 0.018 0.24
H -7.137 -1.453 4.919 0.30
H -1.077 -1.590 0.405 0.30
H 0.496 11.129 -0.714 0.28
H -0.142 7.132 1.635 0.35
H -0.385 -0.299 5.036 0.28
H -7.774 -0.339 -1.411 0.29
H 0.189 2.199 6.086 0.32
H 0.986 -1.312 5.748 0.31
H -8.712 -1.639 -1.838 0.41
H 8.386 -8.763 -1.722 0.40
H 6.938 -8.924 1.905 0.26
H -7.209 1.352 -4.128 0.39
H -4.180 1.328 -4.448 0.30
H -5.923 -3.155 -3.463 0.33
H -5.585 -0.869 5.810 0.32
H -6.317 0.744 -5.477 0.29
H -7.006 -2.002 -1.618 0.26
H -1.422 8.722 -0.074 0.44
H 2.788 -8.724 0.929 0.29
H 3.337 1.780 -5.467 0.35
H -0.008 8.578 -1.134 0.29
H 2.661 10.779 -0.865 0.34
H -1.987 10.651 0.827 0.37
H 1.145 1.871 7.440 0.28
H 7.241 -9.956 -1.270 0.28
H -4.210 -0.743 -4.248 0.27
H 4.259 -9.336 -0.887 0.38
H -0.239 -0.642 6.817 0.30
H -4.327 -3.131 -4.174 0.45
H 5.890 -7.848 -1.530 0.45
H 0.470 11.684 0.965 0.36
H 5.302 -10.285 0.083 0.38
H 3.503 2.435 -7.121 0.26
H 5.975 -6.069 1.894 0.31
H 5.425 2.745 -5.218 0.30
H 2.036 2.849 -6.172 0.31
H 3.689 9.389 -0.381 0.34
H -4.887 -3.430 7.355 0.28
H 5.731 4.497 -5.558 0.29

2.
14
Properties=species:S:1:pos:R:3:nbo_charge:R:1 method="wB97M-V/def2-TZVPD" relative_energy_kj_mol=81.3 total_energy_ev=-8835.360 smiles="C/C(O)=C(/C)C#N" orbital_gap_ha=0.3503
O 1.368 1.179 0.552 -0.66
N -1.952 -1.368 -1.717 -0.34
C -0.052 -0.593 -0.135 -0.28
C 0.231 0.725 -0.020 0.43
C -1.134 -0.999 -0.981 0.27
C 0.659 -1.689 0.627 -0.62
C -0.714 1.843 -0.336 -0.67
H 1.432 -1.293 1.295 0.20
H 2.011 0.458 0.604 0.49
H -1.307 2.031 0.566 0.24
H -1.408 1.585 -1.136 0.25
H -0.178 2.761 -0.578 0.23
H 1.112 -2.448 -0.017 0.23
H -0.067 -2.194 1.275 0.23

3.
18
Properties=species:S:1:pos:R:3:nbo_charge:R:1 method="wB97M-V/def2-TZVPD" relative_energy_kj_mol=233.9 total_energy_ev=-7424.887 smiles="C=C(C)C.[H][H].C=O" orbital_gap_ha=0.3856
O 2.159 -1.112 -0.439 -0.53
C -0.131 1.218 1.037 -0.44
C -1.220 0.804 -1.172 -0.66
C -1.130 -1.005 0.631 -0.65
C -0.771 0.393 0.208 0.05
C 2.180 0.091 -0.356 0.29
H 0.059 2.257 0.779 0.20
H -0.873 0.094 -1.934 0.22
H -2.218 -1.140 0.572 0.22
H -0.869 1.801 -1.461 0.21
H 0.723 -1.685 -3.111 -0.03
H -0.827 -1.220 1.661 0.22
H 0.188 0.873 2.018 0.20
H 1.878 0.753 -1.192 0.11
H 1.310 -1.567 -2.666 0.02
H 2.523 0.616 0.555 0.12
H -0.663 -1.745 -0.029 0.23
H -2.315 0.802 -1.213 0.22

4.
25
Properties=species:S:1:pos:R:3:nbo_charge:R:1 method="wB97M-V/def2-TZVPD" total_charge=-1 relative_energy_kj_mol=42.9 total_energy_ev=-38764.294 spin_multiplicity=3 orbital_gap_ha="0.2014 / 0.2325"
V -0.310 -0.358 -0.160 0.48
O -1.423 0.170 2.481 -0.61
N -1.925 -0.964 -0.315 -0.69
C -0.607 0.715 -1.970 -0.35
C 0.966 1.761 -0.618 -0.32
C 1.066 -1.577 -0.501 -0.68
C 0.966 0.231 2.778 -0.75
C -0.327 -2.176 -0.694 -0.43
C 0.804 0.849 -1.703 -0.29
C -1.294 1.602 -1.052 -0.27
C -0.318 2.207 -0.220 -0.27
C -0.347 0.082 1.991 0.38
H -1.049 0.203 -2.814 0.23
H 1.822 0.178 2.093 0.21
H -0.559 -2.551 -1.717 0.18
H -0.532 -3.036 -0.016 0.19
H 1.557 -2.003 0.403 0.19
H 1.915 2.101 -0.215 0.22
H 1.065 -0.594 3.513 0.21
H 1.009 1.205 3.309 0.20
H 1.604 0.380 -2.260 0.22
H -0.515 2.972 0.534 0.22
H 1.591 -1.578 -1.475 0.18
H -2.358 1.794 -1.034 0.23
H -2.802 -1.613 -0.339 0.34

5.
33
Properties=species:S:1:pos:R:3:nbo_charge:R:1 method="wB97M-V/def2-TZVPD" relative_energy_kj_mol=44.0 total_energy_ev=-19785.432 smiles="COC(=O)NNC(=O)[C@H]1CC[C@@H](C)CC1" orbital_gap_ha=0.3639
O -0.237 1.058 0.550 -0.65
O -4.824 0.958 0.176 -0.51
O -4.219 -1.159 -0.386 -0.66
N -2.769 0.242 0.639 -0.47
N -1.692 -0.632 0.453 -0.45
C 0.619 -1.180 0.076 -0.29
C 3.247 0.203 -0.161 -0.21
C 2.563 0.013 1.192 -0.41
C -6.147 0.688 -0.270 -0.25
C -3.966 -0.072 0.077 0.87
C 2.174 0.329 -1.242 -0.41
C 1.290 -0.913 -1.280 -0.39
C 1.677 -1.228 1.188 -0.39
C -0.433 -0.127 0.363 0.66
C 4.148 1.434 -0.145 -0.60
H 3.312 -0.081 1.981 0.20
H 1.952 0.891 1.406 0.23
H 4.638 1.563 -1.107 0.20
H -6.609 -0.080 0.353 0.19
H 3.561 2.325 0.065 0.21
H 0.525 -0.803 -2.053 0.21
H 4.914 1.339 0.622 0.21
H -2.472 1.198 0.803 0.43
H -1.984 -1.545 0.130 0.43
H 0.118 -2.153 0.032 0.21
H 2.641 0.470 -2.219 0.20
H 1.181 -1.335 2.156 0.21
H 3.862 -0.681 -0.374 0.18
H -6.137 0.345 -1.306 0.20
H -6.688 1.626 -0.182 0.20
H 1.900 -1.784 -1.535 0.20
H 1.560 1.204 -1.029 0.22
H 2.296 -2.114 1.028 0.20

6.
15
Properties=species:S:1:pos:R:3:nbo_charge:R:1 method="wB97M-V/def2-TZVPD" relative_energy_kj_mol=63.8 total_energy_ev=-10674.340 orbital_gap_ha=0.3633
N -0.834 -1.689 -0.070 -0.46
N 0.061 0.397 -0.069 -0.45
N 0.538 -1.768 0.125 -0.46
N 2.339 -0.324 -0.050 -0.73
N -2.269 0.270 -0.028 -0.74
C 0.229 1.807 0.062 -0.42
C 1.111 -0.476 0.058 0.56
C -1.155 -0.309 -0.070 0.57
H 0.807 1.987 0.972 0.21
H 0.715 2.208 -0.831 0.20
H -3.042 -0.392 -0.212 0.36
H 1.001 -2.421 -0.529 0.39
H -1.309 -2.201 0.683 0.38
H 2.581 0.657 -0.260 0.35
H -0.773 2.254 0.221 0.25